(1)
The following is a DFT calculation (ωB97M-V/def2-TZVPD) of C18H53N3O10 as an isolated structure.

```
84
Properties=species:S:1:pos:R:3:lowdin_charge:R:1
C -2.2677 -8.1879 3.0727 -0.12
O -3.2683 -7.8292 4.0236 -0.19
C -4.4052 -8.6458 3.8797 -0.22
C -4.2942 -9.8379 4.9110 -0.22
N -5.0573 -9.7642 6.1218 -0.06
C -4.8855 -8.3705 6.6930 -0.17
C -5.4600 -7.9693 8.1027 -0.20
O -5.1872 -6.5631 8.3553 -0.14
C -5.2960 -6.1721 9.7482 -0.13
H -1.3506 -7.6616 3.3374 0.08
H -2.3496 -8.0644 1.9928 0.09
H -1.9008 -9.1955 3.2685 0.08
H -4.5529 -8.9270 2.8370 0.11
H -5.3244 -8.0693 3.9844 0.11
H -3.2542 -9.9548 5.2157 0.11
H -4.4784 -10.7902 4.4138 0.11
H -6.0290 -9.9976 5.9753 0.10
H -5.4301 -7.6155 6.1261 0.10
H -3.8343 -8.0832 6.6735 0.12
H -5.0183 -8.6730 8.8083 0.11
H -6.5326 -8.1401 8.0109 0.11
H -4.5079 -6.6974 10.2876 0.11
H -6.2113 -6.0894 10.3343 0.03
H -5.0020 -5.1331 9.8970 0.11
C -6.5726 -7.4445 16.6832 -0.16
O -7.5978 -6.8623 16.0001 -0.18
C -7.3904 -7.0401 14.5647 -0.16
C -8.6178 -6.5837 13.7689 -0.22
N -9.0687 -5.4272 14.4863 0.01
C -8.4204 -4.2222 13.9244 -0.19
C -9.1063 -3.0082 14.4794 -0.25
O -8.7241 -2.8579 15.8016 -0.18
C -9.7901 -2.4046 16.6324 -0.11
H -5.6187 -6.9583 16.4786 0.09
H -6.3212 -8.4658 16.3972 0.08
H -6.8328 -7.4137 17.7412 0.10
H -7.0404 -8.0409 14.3120 0.11
H -6.5422 -6.3922 14.3437 0.11
H -9.3262 -7.4098 13.8323 0.09
H -8.3915 -6.5480 12.7032 0.05
H -8.6827 -5.6286 15.3977 0.07
H -8.5616 -4.2017 12.8438 -0.12
H -7.3855 -4.2284 14.2666 0.12
H -10.1923 -2.9939 14.3874 0.11
H -8.9098 -2.0433 14.0119 0.12
H -10.2726 -1.5184 16.2203 0.08
H -9.5234 -2.3288 17.6865 0.08
H -10.6194 -3.1114 16.6580 0.07
C -7.7731 -7.9134 11.6027 -0.12
O -9.0494 -7.4397 11.8659 -0.25
C -9.9810 -8.4717 12.1252 -0.18
C -11.2265 -7.8232 12.6556 -0.23
N -11.9569 -7.1282 11.6610 -0.05
C -12.8674 -6.1256 12.2075 -0.19
C -14.1897 -6.6550 12.8719 -0.24
O -14.0911 -7.1490 14.1470 -0.21
C -13.4776 -6.2843 15.1902 -0.05
H -7.0817 -7.1073 11.8480 0.01
H -7.6419 -8.2297 10.5679 0.13
H -7.5621 -8.8051 12.1930 0.12
H -9.6132 -9.1157 12.9241 0.13
H -10.1252 -9.0941 11.2421 0.14
H -10.9626 -7.1457 13.4678 0.10
H -11.8347 -8.5590 13.1817 0.13
H -11.3623 -6.6062 11.0332 0.11
H -13.0755 -5.3408 11.4803 0.12
H -12.3087 -5.5044 12.9075 0.10
H -14.5466 -7.4260 12.1890 0.12
H -14.9625 -5.8913 12.9587 0.11
H -12.4611 -6.6433 15.3511 0.08
H -14.0446 -6.2569 16.1207 0.08
H -13.5243 -5.2295 14.9194 0.08
O -8.5519 -3.7640 11.7983 0.03
H -8.1576 -4.6234 11.6496 -0.14
H -7.8174 -3.1519 11.7536 0.08
O -7.4592 -5.4928 11.2302 -0.02
H -6.9626 -6.1586 11.7059 -0.02
H -7.1209 -5.5345 10.3358 0.09
O -5.8555 -3.8495 11.9972 -0.01
H -5.5711 -4.6663 12.4074 0.04
H -5.1019 -3.5657 11.4798 0.06
O -5.5292 -6.7980 11.5139 -0.17
H -4.6682 -6.8158 11.9317 0.14
H -5.7312 -7.7176 11.3413 0.10
```

As for the HOMO energy: -6.8868 eV. For the HOMO-LUMO gap, the calculation gives 6.47 eV. Its energy relative to the best compared isomer or geometry (same formula, charge and spin) is 19.563 eV. The energy is -1633.4527 Eh.



(2)
The following is a DFT calculation (ωB97M-V/def2-TZVPD) of C18H54B2FeN2O6 as an isolated structure.

```
83
Properties=species:S:1:pos:R:3:mulliken_spin:R:1
Fe 10.3188 32.9844 20.6842 3.74
B 10.7428 31.4526 19.1779 -0.07
H 11.2213 30.4985 18.6332 0.01
H 10.0385 31.1706 20.1099 0.05
H 11.6478 32.0551 19.6789 0.03
H 10.1156 32.1479 18.4184 0.02
B 10.6960 35.0691 20.2813 -0.01
H 10.7062 34.9020 21.4647 0.04
H 9.6155 34.7491 19.8896 0.04
H 10.8505 36.2294 20.0302 0.00
H 11.4917 34.3759 19.7259 0.05
C 9.4858 27.6541 18.0125 0.00
C 9.3923 28.7091 16.9186 0.00
C 8.7866 28.1662 15.6571 0.00
O 8.6362 29.8287 17.3737 0.00
H 9.9978 28.0564 18.8859 0.00
H 10.0296 26.7801 17.6451 0.00
H 8.4807 27.3233 18.2868 0.00
H 10.4193 29.0705 16.7628 0.00
H 8.6200 28.9510 14.9208 0.00
H 7.8498 27.6482 15.8739 0.00
H 9.4657 27.4213 15.2373 0.00
H 9.2164 30.3992 17.8888 0.01
C 13.5008 28.2472 17.3074 0.00
C 14.0205 29.0205 18.4988 0.00
C 14.2227 30.4878 18.1695 0.00
O 13.0542 28.9145 19.5538 0.00
H 12.7859 28.8463 16.7326 0.00
H 12.9810 27.3255 17.5673 0.00
H 14.2836 27.9856 16.5865 0.00
H 14.9603 28.6458 18.9033 0.00
H 14.3257 31.0608 19.0995 0.00
H 13.3544 30.9482 17.6923 0.00
H 15.1217 30.6963 17.5876 0.00
H 12.4241 29.6411 19.5065 0.00
C 7.5092 32.9597 18.8161 0.00
O 8.1541 32.7292 20.0627 0.03
C 7.3427 32.0146 20.9795 0.01
C 8.2046 31.4633 22.1153 -0.01
N 9.2912 32.3896 22.4727 0.05
C 10.2699 31.6906 23.3586 0.00
C 11.5254 32.5388 23.4524 0.01
O 11.9448 32.8199 22.1213 -0.02
C 13.3371 32.8817 21.9107 0.00
H 7.2219 32.0120 18.3511 0.00
H 8.2079 33.5046 18.1916 0.00
H 6.5964 33.5427 18.9812 0.00
H 6.8497 31.1943 20.4476 0.00
H 6.5617 32.6952 21.3438 0.00
H 8.6183 30.5065 21.8024 0.00
H 7.5296 31.2462 22.9513 0.00
H 8.8997 33.1028 23.0822 0.00
H 10.5326 30.7086 22.9662 0.00
H 9.8255 31.5476 24.3479 0.00
H 12.3236 32.0631 24.0246 0.00
H 11.3194 33.5037 23.9350 0.00
H 13.5099 33.2439 20.9014 0.00
H 13.8089 31.9060 22.0671 0.00
H 13.8084 33.5887 22.6042 0.00
C 15.3656 29.7239 9.4673 0.00
O 14.3692 30.5926 9.9162 0.00
C 13.0994 30.2865 9.3845 0.00
C 12.0999 31.3120 9.8785 0.00
N 11.7976 31.1059 11.2831 0.00
C 10.8419 32.0698 11.7913 0.00
C 10.5499 31.8096 13.2488 0.00
O 11.7192 32.1010 13.9835 0.00
C 11.5771 31.8292 15.3525 0.00
H 15.6556 29.9551 8.4261 0.00
H 15.0216 28.6815 9.4527 0.00
H 16.2624 29.8345 10.0705 0.00
H 12.8090 29.2819 9.7250 0.00
H 13.1171 30.2831 8.2844 0.00
H 11.1803 31.1648 9.3078 0.00
H 12.5479 32.2958 9.6675 0.00
H 12.6590 31.1711 11.8147 0.00
H 9.9305 32.0167 11.1909 0.00
H 11.2091 33.1085 11.7160 0.00
H 10.2627 30.7552 13.3723 0.00
H 9.7014 32.4196 13.5893 0.00
H 12.3685 32.3560 15.8967 0.00
H 11.7754 30.7768 15.5940 0.00
H 10.6194 32.1967 15.7293 0.00
```

As for the HOMO energy (alpha / beta): -8.5489 / -8.3542 eV. The multiplicity is 5. For the HOMO-LUMO gap (alpha / beta), the calculation gives 8.71 / 8.50 eV. Its expectation value of S² is 6.009. Its energy relative to the best compared isomer or geometry (same formula, charge and spin) is 0.000 eV. The energy is -2592.3975 Eh.



(3)
The following is a DFT calculation (ωB97M-V/def2-TZVPD) of a 10-piece molecular cluster, C18H54BF4O9 overall.

```
86
Properties=species:S:1:pos:R:3:lowdin_charge:R:1
B -0.5980 -0.6047 -1.1429 -1.17
F -1.7591 -0.2758 -0.3377 0.06
F 0.0134 0.6193 -1.5280 0.10
F 0.2385 -1.3956 -0.3340 0.10
F -0.8149 -1.4143 -2.2786 0.11
O 1.0355 -4.5820 -1.2936 -0.04
H 0.6032 -4.5784 -0.4332 0.00
H 0.9018 -3.6414 -1.4396 0.01
C -2.5669 3.3446 -0.5531 -0.04
C -2.2762 4.8231 -0.3654 -0.52
C -3.1029 5.5459 0.7108 -0.04
O -0.9560 5.0145 0.0562 -0.08
H -2.0600 3.0827 -1.4921 0.07
H -3.6476 3.3010 -0.7593 0.08
H -2.2697 2.7272 0.2593 0.07
H -2.2737 5.3221 -1.3516 0.14
H -2.7505 6.5470 0.8399 0.07
H -2.9172 5.0079 1.6256 0.07
H -4.1420 5.3626 0.4553 0.07
H -0.3831 4.5530 -0.5885 0.05
C -1.4773 -2.4318 2.2381 -0.02
C -1.9645 -3.6744 1.3580 -0.44
C -1.1442 -4.9984 1.5299 -0.03
O -3.2914 -4.0071 1.6616 -0.05
H -1.3346 -2.7504 3.2660 0.07
H -2.1662 -1.6209 1.9832 0.06
H -0.4159 -2.2013 1.8750 0.07
H -1.9045 -3.3571 0.3304 0.12
H -1.4266 -5.4533 2.4421 0.07
H -0.1034 -4.7870 1.5298 0.05
H -1.2704 -5.6943 0.7629 0.06
H -3.8952 -3.3601 1.3209 0.04
C 4.0322 -3.2642 0.8352 -0.04
C 2.8876 -2.3238 1.0049 -0.49
C 2.8583 -1.6815 2.3831 -0.04
O 3.0035 -1.3716 -0.0433 -0.08
H 4.8952 -2.5924 0.6305 0.09
H 3.8172 -3.8618 -0.0850 0.10
H 4.3317 -3.7904 1.7428 0.08
H 1.9805 -2.9161 0.9706 0.11
H 3.7549 -1.1664 2.6890 0.08
H 2.5829 -2.4766 3.0686 0.08
H 2.0893 -0.8753 2.5134 0.07
H 2.1642 -1.0258 -0.3831 0.09
C -5.2927 0.2134 1.6292 -0.05
C -5.4623 -0.6827 0.4213 -0.48
C -5.7314 0.0515 -0.9297 -0.03
O -4.4100 -1.6176 0.2527 -0.08
H -6.0440 0.9286 1.8274 0.06
H -4.4167 0.8288 1.3832 0.08
H -5.0432 -0.2503 2.6019 0.09
H -6.2913 -1.3686 0.6235 0.13
H -5.8613 -0.7654 -1.6102 0.07
H -4.8998 0.6916 -1.2075 0.07
H -6.6219 0.6765 -0.8802 0.07
H -3.6115 -1.1313 -0.1043 0.10
C 5.5466 2.0025 0.2441 -0.07
C 4.4625 1.1183 -0.3362 -0.51
C 3.6421 1.7956 -1.4222 -0.05
O 5.0891 -0.1163 -0.7871 -0.09
H 6.3662 1.9931 -0.5127 0.09
H 5.9481 1.5672 1.1542 0.07
H 5.1553 3.0503 0.4186 0.09
H 3.7936 0.9207 0.5293 0.12
H 2.9765 2.4742 -0.7974 0.10
H 3.0413 1.0821 -1.9645 0.05
H 4.2435 2.3553 -2.1619 0.09
H 4.3743 -0.7701 -0.6104 0.02
C 0.6994 1.6291 2.3444 -0.16
O -0.3371 0.7833 2.8159 -0.14
H 0.2193 2.3623 1.7108 0.06
H 1.2259 2.1134 3.2252 0.10
H 1.4970 1.1139 1.7794 0.06
H -0.6288 0.1494 2.1258 0.05
C 0.6615 3.3487 -2.9627 -0.16
O 0.4265 3.2417 -1.5721 -0.17
H 1.1737 2.4558 -3.4028 0.08
H -0.2541 3.4779 -3.6354 0.09
H 1.3351 4.2426 -3.1316 0.09
H 0.1272 2.3278 -1.4232 0.05
C 2.0916 -1.7128 -3.6056 -0.14
O 3.5238 -1.6437 -3.7057 -0.14
H 1.7540 -2.6160 -4.0951 0.08
H 1.7853 -1.6621 -2.5762 0.04
H 1.6075 -0.8844 -4.1164 0.08
H 3.8610 -0.8508 -3.2100 0.07
```

As for the HOMO energy: -7.3971 eV. The charge is -1. For the HOMO-LUMO gap, the calculation gives 10.11 eV. Its energy relative to the best compared isomer or geometry (same formula, charge and spin) is 0.501 eV. The energy is -1819.9448 Eh.



(4)
The following is a DFT calculation (ωB97M-V/def2-TZVPD) of C18H54CoF6O18P as an isolated structure.

```
98
Properties=species:S:1:pos:R:3:mulliken_spin:R:1
Co 0.0541 0.7924 -0.6090 2.81
P 2.3857 -0.7194 3.5898 0.00
F 0.8778 -0.3222 3.1709 0.00
F 2.2985 0.3133 4.8034 0.00
F 1.8344 -1.9311 4.4993 0.00
F 3.8739 -1.0584 3.8274 0.00
F 2.4452 -1.7435 2.2654 0.00
F 2.8598 0.5076 2.5831 0.00
C -0.2890 3.4203 -1.9326 0.00
C 1.2037 3.4135 -1.8402 0.00
O 1.5129 2.4725 -0.7242 0.04
O -0.8308 2.0970 -1.8581 0.03
H -0.6036 3.9656 -2.8420 0.00
H -0.6115 4.0550 -1.0698 0.00
H 1.5009 4.4319 -1.4530 0.00
H 1.7205 3.0983 -2.7508 0.00
H 2.5208 2.3276 -0.5595 0.00
H -1.7972 2.1153 -2.0923 0.00
C -4.4645 1.4278 -1.0595 0.00
C -5.4417 1.7570 0.0068 0.00
O -4.7532 2.2055 1.1892 0.00
O -3.8230 2.5148 -1.7066 0.00
H -5.0882 0.9561 -1.8358 0.00
H -3.6624 0.7432 -0.8174 0.00
H -6.1210 0.8522 0.1831 0.00
H -6.1654 2.5321 -0.3067 0.00
H -5.4292 2.6162 1.7119 0.00
H -4.3931 3.3150 -1.6588 0.00
C 5.5988 1.3493 1.0857 0.00
C 4.7411 1.0851 -0.1341 0.00
O 4.0567 2.2168 -0.6180 0.00
O 6.5947 2.2057 0.5030 0.00
H 6.0414 0.5115 1.5410 0.00
H 5.1074 1.8507 1.8881 0.00
H 3.9632 0.3914 0.1888 0.00
H 5.3782 0.6499 -0.9456 0.00
H 4.6884 2.7960 -1.0613 0.00
H 7.1811 2.5515 1.1635 0.00
C 1.5727 -1.6061 -0.9875 0.00
C 1.6855 -0.9903 -2.3304 0.00
O 0.5980 -0.1047 -2.3724 0.04
O 1.5623 -0.5097 -0.0099 0.04
H 2.4601 -2.2334 -0.7628 0.00
H 0.6434 -2.1812 -0.9453 0.00
H 1.6877 -1.7677 -3.1167 0.00
H 2.6501 -0.5110 -2.4233 0.00
H 0.1074 -0.1575 -3.2239 0.00
H 1.5747 -0.9704 0.8538 0.00
C -2.8248 -3.7793 -1.1901 0.00
C -2.7374 -4.2229 -2.6524 0.00
O -2.1814 -3.1323 -3.4361 0.00
O -1.5407 -3.3252 -0.7625 0.00
H -3.1187 -4.6970 -0.6252 0.00
H -3.5696 -2.9772 -1.1496 0.00
H -3.7191 -4.3073 -3.1286 0.00
H -2.1199 -5.1507 -2.7729 0.00
H -1.4325 -2.9343 -2.8651 0.00
H -1.2481 -3.8190 0.0470 0.00
C -1.9207 -0.6259 1.2880 0.00
C -1.6735 0.7444 1.9056 0.00
O -0.4976 1.3260 1.3541 0.03
O -1.6400 -0.4237 -0.1772 0.05
H -2.9588 -0.9386 1.4057 0.00
H -1.2830 -1.4118 1.7007 0.00
H -1.5175 0.6089 2.9876 0.00
H -2.5752 1.2860 1.6406 0.00
H 0.0863 1.6599 2.1368 0.00
H -1.4411 -1.3249 -0.4780 -0.01
C 0.9700 -4.4210 2.7581 0.00
C -0.5062 -4.8176 2.3112 0.00
O -0.5507 -5.2125 0.9734 0.00
O 1.8766 -5.4983 2.7165 0.00
H 0.9735 -3.9757 3.7426 0.00
H 1.3035 -3.6959 2.0324 0.00
H -1.1792 -3.9877 2.4264 0.00
H -0.9329 -5.6651 2.8640 0.00
H 0.1109 -5.8805 0.6998 0.00
H 1.8509 -5.9475 3.5834 0.00
C -1.1397 0.4416 -5.2434 0.00
C -2.4830 -0.1264 -4.8548 0.00
O -2.5565 -0.3849 -3.4434 0.00
O -0.0761 -0.4675 -4.9355 0.00
H -0.8559 1.3947 -4.7452 0.00
H -1.2241 0.5833 -6.3293 0.00
H -2.7475 -0.9637 -5.4434 0.00
H -3.2677 0.5872 -5.0483 0.00
H -2.7128 -1.3322 -3.2698 0.00
H -0.2704 -1.3924 -5.1653 0.00
C 1.2608 3.6753 2.9379 0.00
C 1.8234 4.3593 4.1947 0.00
O 0.8202 4.6142 5.1997 0.00
O 0.7700 2.4033 3.3782 0.00
H 1.9943 3.5966 2.1398 0.00
H 0.3603 4.1470 2.5823 0.00
H 2.1886 5.3907 3.9826 0.00
H 2.5977 3.7559 4.6459 0.00
H 0.4935 3.7181 5.4775 0.00
H 1.5142 1.8149 3.5970 0.00
```

As for the HOMO energy (alpha / beta): -11.9326 / -11.9348 eV. The charge is +1. The multiplicity is 4. For the HOMO-LUMO gap (alpha / beta), the calculation gives 10.08 / 10.06 eV. Its expectation value of S² is 3.755. The energy is -4395.8270 Eh.